Record 1
{
  "formula": "C11H43N11O11",
  "method": "ωB97M-V/def2-TZVPD",
  "smiles": "COCCNCCOC.NC(N)=O.NC(N)=O.NC(N)=O.NC(N)=O.NC(N)=O.O.O.O.O",
  "gap_ev": 8.37,
  "e_homo_ev": -8.2,
  "e_lumo_ev": 0.17,
  "e_above_lowest_ev": 1.606,
  "elements": ["C", "O", "N", "N", "H", "H", "H", "H", "C", "O", "N", "N", "H", "H", "H", "H", "C", "O", "N", "N", "H", "H", "H", "H", "C", "O", "N", "N", "H", "H", "H", "H", "C", "O", "N", "N", "H", "H", "H", "H", "C", "O", "C", "C", "N", "C", "C", "O", "C", "H", "H", "H", "H", "H", "H", "H", "H", "H", "H", "H", "H", "H", "H", "H", "O", "H", "H", "O", "H", "H", "O", "H", "H", "O", "H", "H"],
  "xyz": [[4.811, 1.893, -0.924], [5.280, 2.509, -1.802], [4.647, 2.553, 0.352], [4.548, 0.599, -0.934], [5.371, 3.239, 0.619], [4.417, 2.043, 1.226], [4.983, 0.090, -1.685], [4.121, 0.140, -0.125], [0.119, 2.271, -3.531], [1.150, 2.062, -4.172], [-0.264, 3.554, -3.145], [-0.825, 1.267, -3.116], [0.524, 4.151, -3.385], [-0.715, 3.727, -2.248], [-1.774, 1.574, -3.004], [-0.651, 0.308, -3.360], [1.112, -1.275, -0.569], [1.682, -1.919, 0.364], [0.735, -0.017, -0.360], [0.864, -1.795, -1.787], [0.352, 0.597, -1.053], [0.863, 0.342, 0.581], [0.334, -1.332, -2.512], [0.910, -2.816, -1.891], [1.257, 2.807, 1.814], [1.451, 1.640, 2.099], [0.509, 3.785, 2.699], [1.712, 3.337, 0.620], [0.358, 3.565, 3.697], [0.299, 4.751, 2.410], [2.363, 2.775, 0.079], [2.025, 4.300, 0.511], [-1.800, -2.481, -4.400], [-1.090, -1.577, -3.974], [-2.873, -2.232, -5.339], [-1.509, -3.794, -4.028], [-3.580, -2.969, -5.392], [-3.352, -1.344, -5.300], [-0.785, -4.112, -3.351], [-1.998, -4.515, -4.520], [-3.390, 3.617, 2.502], [-3.449, 2.268, 2.957], [-2.346, 1.988, 3.754], [-2.600, 0.525, 4.167], [-2.878, -0.447, 3.151], [-1.736, -0.797, 2.400], [-2.044, -1.831, 1.292], [-3.079, -1.253, 0.525], [-3.074, -1.765, -0.806], [-2.962, 4.218, 3.309], [-4.372, 3.981, 2.276], [-2.707, 3.728, 1.664], [-2.360, 2.707, 4.633], [-1.347, 2.177, 3.278], [-3.422, 0.541, 4.866], [-1.681, 0.179, 4.638], [-3.727, -0.276, 2.624], [-0.974, -1.164, 3.098], [-1.199, 0.090, 1.959], [-2.280, -2.859, 1.668], [-1.149, -1.985, 0.656], [-3.588, -2.749, -0.778], [-2.046, -1.938, -1.194], [-3.652, -1.049, -1.373], [0.745, -4.916, -2.417], [0.787, -4.911, -1.421], [1.643, -4.689, -2.733], [4.743, -1.843, 0.970], [3.787, -2.020, 0.970], [4.997, -1.884, 1.881], [1.114, -4.621, 0.423], [0.597, -4.548, 1.221], [1.580, -3.770, 0.342], [2.265, -1.026, 3.088], [2.164, -0.063, 3.049], [2.056, -1.317, 2.197]],
  "forces_ev_per_a": [[0.46, 0.44, 4.21], [1.31, 1.88, -3.20], [-0.28, 0.03, 1.41], [-1.16, -1.49, 0.49], [-0.65, -0.51, -1.05], [0.16, -0.10, -1.27], [-0.43, -0.30, 0.06], [0.75, -0.10, -0.67], [-0.44, -1.34, 0.01], [-1.72, 0.05, 1.10], [0.74, -0.14, -0.38], [1.88, 1.74, -0.04], [-0.49, 0.25, 0.36], [0.30, -0.30, -0.45], [-0.07, -0.16, -0.01], [-0.27, -0.04, -0.61], [0.52, -0.63, 0.48], [-0.39, 0.17, -1.00], [0.03, 0.89, 0.92], [0.24, -1.23, -0.05], [-0.24, -0.09, -0.37], [0.10, 0.05, -0.27], [-0.04, -0.03, 0.24], [0.05, 0.84, 0.10], [-0.59, 2.77, 1.13], [-0.57, 0.47, 0.38], [1.38, -1.69, -1.43], [-0.17, 0.42, -0.02], [0.34, -0.03, -1.28], [0.47, -1.15, 0.09], [-0.26, -0.33, 0.51], [-0.63, -0.20, 0.62], [0.40, -0.40, 0.18], [-0.65, 0.24, -0.19], [0.70, -1.68, 1.25], [-1.03, 0.85, -0.75], [0.55, 0.20, 0.04], [0.67, 0.24, 0.29], [-0.42, 0.85, -0.77], [-0.10, -0.33, 0.03], [0.62, -0.44, 0.71], [-0.26, 1.45, -1.04], [0.29, -0.24, 0.63], [0.84, 0.31, 0.44], [-1.01, 0.06, 0.44], [1.38, -0.26, -1.04], [0.72, 0.36, 0.61], [0.60, -0.40, -0.66], [-0.36, -0.73, 0.91], [-0.18, 0.30, 0.06], [-0.51, 0.02, -0.27], [0.00, -0.10, -0.39], [0.05, -0.94, -0.39], [-0.90, -0.40, -0.18], [-0.19, -0.06, 0.40], [-0.07, -0.08, 0.60], [0.43, 0.18, -0.11], [-0.04, -0.45, -0.05], [-0.59, -0.50, -0.24], [-0.31, 0.78, 0.04], [-0.20, 0.28, 0.31], [0.17, 0.34, -0.39], [-0.53, 0.43, 0.08], [0.04, -0.04, -0.50], [0.52, 0.49, 0.66], [0.07, -0.20, -0.74], [-0.63, -0.36, 0.30], [-0.57, 0.03, -0.89], [0.22, 0.02, -0.03], [0.14, -0.01, 0.84], [0.34, -0.32, -0.72], [-0.26, 0.06, 0.32], [-0.16, 0.33, 0.25], [0.21, 0.33, 0.45], [-0.06, -0.25, -0.01], [-0.26, -0.13, -0.47]],
  "lowdin_charge": [-0.72, 0.08, 0.09, 0.18, 0.10, 0.09, 0.12, 0.09, -0.61, 0.03, 0.12, 0.14, 0.10, 0.09, 0.09, 0.03, -0.62, -0.07, 0.21, 0.21, 0.08, 0.07, 0.06, 0.08, -0.55, 0.00, 0.10, 0.14, 0.09, 0.09, 0.07, 0.11, -0.57, -0.02, 0.13, 0.16, 0.09, 0.09, 0.08, 0.08, -0.10, -0.18, -0.25, -0.20, -0.06, -0.22, -0.21, -0.20, -0.09, 0.08, 0.08, 0.08, 0.13, 0.09, 0.11, 0.12, 0.12, 0.12, 0.12, 0.13, 0.09, 0.09, 0.07, 0.08, -0.09, 0.03, 0.07, -0.05, 0.00, 0.03, -0.06, 0.05, 0.01, -0.07, 0.00, -0.03]
}

Record 2
{
  "formula": "B4F16Tl",
  "method": "ωB97M-V/def2-TZVPD",
  "gap_ev": 2.00,
  "e_homo_ev": -9.9,
  "total_charge": -1,
  "e_lumo_ev": -7.88,
  "e_above_lowest_ev": 5.126,
  "elements": ["Tl", "B", "F", "F", "F", "F", "B", "F", "F", "F", "F", "B", "F", "F", "F", "F", "B", "F", "F", "F", "F"],
  "xyz": [[-0.878, 0.358, -1.016], [3.396, 0.559, -1.194], [2.874, 0.153, 0.048], [4.714, 0.641, -0.970], [2.974, -0.246, -2.279], [2.949, 1.833, -1.431], [-1.452, 4.545, 0.853], [-1.309, 4.355, -0.487], [-0.701, 3.639, 1.567], [-1.196, 5.902, 1.177], [-2.770, 4.243, 1.031], [-0.508, -1.702, 3.421], [-1.470, -1.576, 4.378], [-0.881, -2.267, 2.246], [-0.041, -0.490, 2.997], [0.518, -2.439, 3.950], [-1.235, -3.537, -2.880], [0.024, -3.167, -2.547], [-1.312, -4.750, -3.630], [-1.918, -3.549, -1.707], [-1.779, -2.504, -3.529]],
  "forces_ev_per_a": [[0.32, -0.14, 0.12], [-0.71, -0.28, -0.40], [-0.96, -0.51, 0.22], [2.22, -0.59, -0.28], [0.27, 0.12, 0.81], [-1.15, 1.26, -0.32], [0.19, 1.44, 0.57], [0.99, -0.26, -2.14], [0.67, -0.25, 0.47], [0.15, -0.88, 0.05], [-1.98, -0.33, 0.93], [0.47, -0.22, 1.09], [-0.88, 0.17, 0.24], [-1.13, -1.18, -1.70], [0.53, 2.12, -0.33], [0.99, -0.80, 0.49], [-0.02, -2.02, -1.03], [2.48, -0.02, 0.39], [0.17, 1.03, 0.85], [-1.26, -0.94, 2.30], [-1.37, 2.28, -2.32]],
  "nbo_charge": [0.98, 1.30, -0.40, -0.45, -0.49, -0.44, 1.31, -0.46, -0.47, -0.50, -0.44, 1.29, -0.46, -0.39, -0.38, -0.43, 1.30, -0.44, -0.53, -0.43, -0.48]
}

Record 3
{
  "formula": "C24H24Cl2NO3S",
  "method": "ωB97M-V/def2-TZVPD",
  "gap_ev": 4.40,
  "e_homo_ev": -2.8,
  "total_charge": -1,
  "e_lumo_ev": 1.62,
  "e_above_lowest_ev": 3.511,
  "elements": ["C", "N", "C", "C", "C", "C", "C", "C", "C", "C", "C", "C", "C", "O", "C", "C", "C", "C", "C", "H", "H", "H", "H", "H", "H", "H", "H", "H", "H", "H", "H", "H", "H", "H", "H", "H", "H", "H", "Cl", "C", "C", "C", "C", "S", "C", "Cl", "O", "O", "C", "C", "H", "H", "H", "H", "H"],
  "xyz": [[1.337, -1.025, -5.981], [1.065, -1.919, -4.863], [1.177, -3.326, -5.206], [0.643, -1.502, -3.638], [-0.093, -2.340, -2.760], [-0.420, -1.899, -1.493], [0.049, -0.642, -0.977], [0.128, -0.277, 0.456], [-0.270, -1.271, 1.474], [-0.994, -1.026, 2.680], [-1.285, -2.001, 3.607], [-1.940, -1.702, 4.915], [-1.053, -3.417, 3.296], [-1.516, -4.330, 4.036], [-0.323, -3.689, 2.063], [-0.041, -5.101, 1.661], [0.052, -2.629, 1.259], [0.554, 0.232, -1.952], [0.899, -0.160, -3.230], [1.178, 0.016, -5.694], [2.378, -1.160, -6.318], [0.683, -1.266, -6.839], [1.468, -3.906, -4.326], [0.237, -3.737, -5.607], [1.948, -3.444, -5.983], [-0.384, -3.355, -3.087], [-0.950, -2.618, -0.867], [1.163, 0.490, 0.618], [-1.239, 0.008, 2.951], [-2.115, -2.640, 5.438], [-1.332, -1.050, 5.550], [-2.908, -1.209, 4.781], [-0.270, -5.815, 2.469], [-0.629, -5.389, 0.767], [1.019, -5.196, 1.372], [0.707, -2.873, 0.426], [0.778, 1.252, -1.655], [1.415, 0.565, -3.868], [-0.947, 8.489, 3.068], [-0.577, 6.963, 2.358], [-1.433, 6.421, 1.378], [-1.093, 5.196, 0.781], [0.100, 4.550, 1.110], [0.631, 3.040, 0.172], [0.200, 1.320, 0.954], [0.625, 1.695, 2.682], [-0.076, 3.140, -1.094], [2.073, 3.118, 0.113], [0.862, 5.026, 2.181], [0.556, 6.251, 2.788], [-2.328, 6.968, 1.075], [-1.746, 4.759, 0.025], [-0.891, 1.292, 0.839], [1.724, 4.458, 2.530], [1.207, 6.667, 3.564]],
  "forces_ev_per_a": [[-0.01, -0.34, 0.29], [0.72, -0.80, -1.79], [-0.15, 0.40, 0.05], [-0.51, 1.13, 0.97], [0.48, 0.43, -1.03], [0.33, 0.48, 1.20], [-0.25, 0.29, -1.11], [2.47, 0.20, 0.25], [-0.29, 0.11, 1.03], [0.40, 0.49, -0.24], [0.24, -0.73, -0.84], [-0.29, 0.21, 0.18], [-0.48, 0.15, -0.15], [0.42, 0.06, -0.16], [-0.54, 1.11, 0.58], [0.25, -0.46, -0.30], [0.93, -0.28, 0.33], [0.33, -0.01, 0.40], [-0.36, -0.80, 0.04], [0.01, -0.27, -0.19], [-0.19, 0.20, 0.04], [0.09, 0.12, 0.22], [-0.02, 0.01, -0.09], [0.08, -0.04, 0.05], [-0.18, 0.00, 0.27], [0.10, 0.76, 0.26], [0.15, 0.52, -0.04], [1.54, -3.44, -0.75], [-0.08, -0.38, -0.13], [0.01, -0.01, 0.03], [0.04, 0.00, -0.02], [-0.02, 0.02, 0.02], [0.07, 0.43, -0.28], [0.12, 0.03, 0.38], [-0.23, -0.14, 0.10], [-0.11, 0.04, -0.03], [0.14, -0.33, -0.24], [-0.28, -0.41, 0.24], [-0.04, 0.18, 0.07], [0.05, -1.19, -0.53], [0.70, -0.12, 0.27], [0.02, 0.18, -0.26], [-0.67, -0.80, 1.06], [0.88, -0.24, -1.88], [-5.35, 1.97, 0.85], [0.19, -0.75, -0.76], [-0.27, 0.10, 0.95], [-0.16, 0.06, 0.51], [0.31, 0.25, -0.13], [-0.26, -0.03, -0.41], [0.28, -0.26, 0.13], [0.23, 0.16, 0.12], [-0.35, 1.84, 0.95], [-0.15, 0.17, -0.21], [-0.36, -0.23, -0.28]],
  "nbo_charge": [-0.39, -0.43, -0.40, 0.16, -0.31, -0.14, -0.08, -0.20, -0.19, -0.19, -0.17, -0.64, 0.50, -0.78, -0.17, -0.63, -0.17, -0.20, -0.27, 0.21, 0.18, 0.18, 0.21, 0.17, 0.19, 0.21, 0.23, 0.27, 0.18, 0.25, 0.19, 0.19, 0.24, 0.19, 0.19, 0.19, 0.21, 0.20, 0.01, -0.03, -0.24, -0.17, -0.27, 2.10, -0.52, -0.01, -0.94, -0.94, -0.16, -0.23, 0.23, 0.25, 0.26, 0.25, 0.23]
}

no.,E_tot (eV)
1,-51022.035
2,-50893.152
3,-68785.200